Record 1
C41H52BrF9N3O28 | the ωB97M-V functional and the def2-TZVPD basis

Last columns: bonded neighbours and bond lengths (Å).
CARTESIAN COORDINATES (ANGSTROEM)
1 C -1.091 -1.438 2.171  O2 1.469, H20 1.170, H21 1.177, H22 1.194
2 O -2.322 -1.925 1.533  C1 1.469, C3 1.469
3 C -2.338 -1.700 0.081  O2 1.469, C4 1.639, H23 1.169, H24 1.192
4 C -2.841 -3.092 -0.623  C3 1.639, C5 1.642, N10 1.512, H25 1.186
5 C -3.509 -3.067 -2.124  C4 1.642, N6 1.521, C7 1.672, H26 1.177
6 N -2.714 -2.379 -3.223  C5 1.521, H27 1.047, H28 1.059
7 C -3.752 -4.715 -2.274  C5 1.672, Br8 2.018, C9 1.672, H29 1.172
8 Br -2.948 -5.593 -3.904  C7 2.018
9 C -2.860 -5.448 -1.065  C7 1.672, N10 1.543, H30 1.193, H31 1.188
10 N -1.911 -4.279 -0.728  C4 1.512, C9 1.543, C11 1.512, H32 1.056
11 C -0.841 -4.512 0.315  N10 1.512, C12 1.672, H33 1.173, H34 1.178
12 C 0.119 -5.740 -0.290  C11 1.672, C13 1.639, H35 1.188, H36 1.178
13 C 1.625 -5.742 0.355  C12 1.639, C14 1.638, H37 1.193, H38 1.193
14 C 2.686 -4.708 -0.344  C13 1.638, N15 1.512, H39 1.181, H40 1.193
15 N 2.077 -3.450 -0.921  C14 1.512, C16 1.513, C19 1.513
16 C 2.252 -2.251 -0.015  N15 1.513, C17 1.641, H41 1.170
17 C 1.620 -0.901 -0.701  C16 1.641, C18 1.640, H42 1.170
18 C 1.066 -1.536 -2.108  C17 1.640, C19 1.653, H43 1.189
19 C 1.363 -3.158 -2.222  N15 1.513, C18 1.653, H44 1.170
20 H -0.170 -1.315 1.461  C1 1.170
21 H -1.351 -0.482 2.807  C1 1.177
22 H -0.779 -2.271 2.966  C1 1.194
23 H -1.328 -1.341 -0.384  C3 1.169
24 H -3.150 -0.857 -0.145  C3 1.192
25 H -3.726 -3.538 0.030  C4 1.186
26 H -4.596 -2.643 -2.275  C5 1.177
27 H -1.693 -2.605 -3.177  N6 1.047
28 H -3.105 -2.620 -4.178  N6 1.059
29 H -4.844 -5.121 -2.156  C7 1.172
30 H -3.502 -5.740 -0.102  C9 1.193
31 H -2.333 -6.448 -1.433  C9 1.188
32 H -1.403 -4.136 -1.642  N10 1.056
33 H -0.239 -3.515 0.462  C11 1.173
34 H -1.331 -4.793 1.349  C11 1.178
35 H -0.421 -6.749 0.029  C12 1.188
36 H 0.111 -5.708 -1.468  C12 1.178
37 H 2.066 -6.837 0.179  C13 1.193
38 H 1.640 -5.601 1.539  C13 1.193
39 H 3.370 -5.255 -1.136  C14 1.181
40 H 3.421 -4.349 0.526  C14 1.193
41 H 2.762 -2.243 1.039  C16 1.170
42 H 1.624 0.185 -0.265  C17 1.170
43 H 0.522 -0.861 -2.921  C18 1.189
44 H 1.125 -3.934 -3.066  C19 1.170
45 C -3.622 0.108 5.224  C46 1.491, O50 1.413, H52 1.095, H53 1.093
46 C -4.444 1.033 6.055  C45 1.491, O47 1.410, F51 1.352, H54 1.095
47 O -3.504 1.610 6.934  C46 1.410, C48 1.363
48 C -2.327 1.604 6.247  O47 1.363, O49 1.220, O50 1.368
49 O -1.349 2.262 6.560  C48 1.220
50 O -2.379 0.777 5.159  C45 1.413, C48 1.368
51 F -5.348 0.348 6.790  C46 1.352
52 H -3.483 -0.872 5.693  C45 1.095
53 H -4.042 -0.038 4.226  C45 1.093
54 H -4.947 1.822 5.485  C46 1.095
55 C 2.957 1.377 -6.517  C56 1.491, O60 1.413, H62 1.095, H63 1.093
56 C 2.620 1.318 -5.066  C55 1.491, O57 1.410, F61 1.352, H64 1.095
57 O 1.701 0.253 -4.984  C56 1.410, C58 1.363
58 C 2.039 -0.586 -6.002  O57 1.363, O59 1.220, O60 1.368
59 O 1.658 -1.742 -6.092  C58 1.220
60 O 2.865 0.022 -6.908  C55 1.413, C58 1.368
61 F 1.997 2.451 -4.670  C56 1.352
62 H 2.241 1.971 -7.094  C55 1.095
63 H 3.962 1.769 -6.695  C55 1.093
64 H 3.477 1.117 -4.414  C56 1.095
65 C -4.369 -5.218 6.682  C66 1.491, O70 1.413, H72 1.095, H73 1.093
66 C -4.831 -3.976 6.001  C65 1.491, O67 1.410, F71 1.352, H74 1.095
67 O -3.794 -3.055 6.254  C66 1.410, C68 1.363
68 C -2.668 -3.813 6.372  O67 1.363, O69 1.220, O70 1.368
69 O -1.534 -3.366 6.321  C68 1.220
70 O -2.964 -5.137 6.548  C65 1.413, C68 1.368
71 F -5.965 -3.508 6.568  C66 1.352
72 H -4.630 -5.240 7.746  C65 1.095
73 H -4.757 -6.123 6.207  C65 1.093
74 H -4.972 -4.083 4.920  C66 1.095
75 C -10.497 -4.841 5.459  C76 1.491, O80 1.413, H82 1.095, H83 1.093
76 C -10.212 -3.380 5.368  C75 1.491, O77 1.410, F81 1.352, H84 1.095
77 O -8.814 -3.306 5.530  C76 1.410, C78 1.363
78 C -8.338 -4.486 5.040  O77 1.363, O79 1.220, O80 1.368
79 O -7.169 -4.687 4.755  C78 1.220
80 O -9.332 -5.415 4.901  C75 1.413, C78 1.368
81 F -10.794 -2.711 6.389  C76 1.352
82 H -10.613 -5.186 6.491  C75 1.095
83 H -11.386 -5.127 4.890  C75 1.093
84 H -10.497 -2.925 4.414  C76 1.095
85 C -0.066 5.257 5.179  C86 1.491, O90 1.413, H92 1.095, H93 1.093
86 C -1.073 5.000 4.111  C85 1.491, O87 1.410, F91 1.352, H94 1.095
87 O -0.544 5.672 2.991  C86 1.410, C88 1.363
88 C 0.807 5.646 3.167  O87 1.363, O89 1.220, O90 1.368
89 O 1.617 5.880 2.286  C88 1.220
90 O 1.144 5.317 4.452  C85 1.413, C88 1.368
91 F -2.262 5.563 4.423  C86 1.352
92 H -0.228 6.210 5.694  C85 1.095
93 H -0.036 4.457 5.924  C85 1.093
94 H -1.214 3.940 3.873  C86 1.095
95 C 0.952 2.331 8.810  C96 1.491, O100 1.413, H102 1.095, H103 1.093
96 C 0.168 2.399 10.076  C95 1.491, O97 1.410, F101 1.352, H104 1.095
97 O 1.148 2.656 11.056  C96 1.410, C98 1.363
98 C 2.127 3.347 10.407  O97 1.363, O99 1.220, O100 1.368
99 O 3.005 3.981 10.968  C98 1.220
100 O 2.000 3.249 9.048  C95 1.413, C98 1.368
101 F -0.407 1.207 10.352  C96 1.352
102 H 1.375 1.338 8.626  C95 1.095
103 H 0.362 2.627 7.939  C95 1.093
104 H -0.588 3.191 10.094  C96 1.095
105 C 4.252 4.275 -10.471  C106 1.491, O110 1.413, H112 1.095, H113 1.093
106 C 3.468 4.343 -9.205  C105 1.491, O107 1.410, F111 1.352, H114 1.095
107 O 4.448 4.601 -8.224  C106 1.410, C108 1.363
108 C 5.427 5.291 -8.874  O107 1.363, O109 1.220, O110 1.368
109 O 6.305 5.925 -8.313  C108 1.220
110 O 5.300 5.194 -10.232  C105 1.413, C108 1.368
111 F 2.893 3.151 -8.929  C106 1.352
112 H 4.675 3.282 -10.654  C105 1.095
113 H 3.662 4.571 -11.342  C105 1.093
114 H 2.712 5.135 -9.187  C106 1.095
115 C 8.038 5.001 -14.359  C116 1.491, O120 1.413, H122 1.095, H123 1.093
116 C 7.635 6.116 -13.456  C115 1.491, O117 1.410, F121 1.352, H124 1.095
117 O 6.736 5.505 -12.558  C116 1.410, C118 1.363
118 C 7.140 4.206 -12.482  O117 1.363, O119 1.220, O120 1.368
119 O 6.788 3.431 -11.608  C118 1.220
120 O 7.994 3.879 -13.499  C115 1.413, C118 1.368
121 F 6.969 7.074 -14.140  C116 1.352
122 H 7.337 4.851 -15.187  C115 1.095
123 H 9.041 5.140 -14.770  C115 1.093
124 H 8.464 6.564 -12.899  C116 1.095
125 C 4.729 5.415 0.603  C126 1.491, O130 1.413, H132 1.095, H133 1.093
126 C 5.961 4.597 0.785  C125 1.491, O127 1.410, F131 1.352, H134 1.095
127 O 5.715 3.450 0.003  C126 1.410, C128 1.363
128 C 4.892 3.874 -0.997  O127 1.363, O129 1.220, O130 1.368
129 O 4.679 3.245 -2.021  C128 1.220
130 O 4.340 5.094 -0.718  C125 1.413, C128 1.368
131 F 6.099 4.212 2.074  C126 1.352
132 H 3.928 5.134 1.295  C125 1.095
133 H 4.921 6.486 0.706  C125 1.093
134 H 6.879 5.086 0.442  C126 1.095

Results
gap between HOMO and LUMO	8.34	eV
calculated total energy	-199644.453	eV
net charge	+1
LUMO level	-2.3	eV

Record 2
C41H52N6O5 | the ωB97M-V functional and the def2-TZVPD basis

Last columns: bonded neighbours and bond lengths (Å).
CARTESIAN COORDINATES (ANGSTROEM)
1 C 0.204 -2.496 0.080  C2 1.337, H23 1.076, H24 1.078
2 C 0.161 -1.387 -0.667  C1 1.337, C3 1.493, H25 1.078
3 C 1.155 -1.130 -1.751  C2 1.493, C4 1.578, O5 1.443, C9 1.516
4 C 2.475 -0.722 -0.987  C3 1.578, H26 1.081, H27 1.081, H28 1.083
5 O 1.550 -2.276 -2.534  C3 1.443, C6 1.382
6 C 2.296 -1.731 -3.563  O5 1.382, O7 1.205, O8 1.345
7 O 2.976 -2.420 -4.280  C6 1.205
8 O 2.115 -0.399 -3.615  C6 1.345, C9 1.479
9 C 0.870 -0.137 -2.860  C3 1.516, O8 1.479, C10 1.554, N18 1.441
10 C -0.234 -0.431 -3.914  C9 1.554, C11 1.545, H29 1.086, H30 1.081
11 C -1.296 -1.512 -3.614  C10 1.545, C12 1.543, H31 1.084, H32 1.081
12 C -2.673 -0.885 -3.310  C11 1.543, C13 1.504, H33 1.085, H34 1.085
13 C -3.648 -1.740 -2.547  C12 1.504, O14 1.223, O15 1.378
14 O -4.650 -1.282 -2.016  C13 1.223
15 O -3.384 -3.093 -2.501  C13 1.378, C16 1.444
16 C -2.752 -3.435 -1.249  O15 1.444, C17 1.521, H35 1.088, H36 1.084
17 C -3.703 -4.152 -0.303  C16 1.521, H37 1.084, H38 1.082, H39 1.081
18 N 0.934 1.232 -2.416  C9 1.441, C19 1.482, H40 1.012
19 C -0.357 1.648 -1.816  N18 1.482, C20 1.528, H41 1.082, H42 1.089
20 C -0.231 2.335 -0.457  C19 1.528, C21 1.542, H43 1.085, H44 1.083
21 C -1.476 2.028 0.399  C20 1.542, C22 1.552, H45 1.083, H46 1.087
22 C -1.175 1.964 1.920  C21 1.552, H47 1.081, H48 1.079, H49 1.083
23 H -0.672 -2.751 0.651  C1 1.076
24 H 1.087 -3.111 0.148  C1 1.078
25 H -0.594 -0.659 -0.420  C2 1.078
26 H 2.942 0.163 -1.396  C4 1.081
27 H 2.296 -0.546 0.064  C4 1.081
28 H 3.165 -1.556 -1.041  C4 1.083
29 H -0.771 0.488 -4.126  C10 1.086
30 H 0.259 -0.695 -4.840  C10 1.081
31 H -1.440 -2.070 -4.533  C11 1.084
32 H -1.005 -2.243 -2.873  C11 1.081
33 H -3.109 -0.637 -4.272  C12 1.085
34 H -2.585 0.052 -2.770  C12 1.085
35 H -2.408 -2.522 -0.769  C16 1.088
36 H -1.867 -4.019 -1.479  C16 1.084
37 H -3.114 -4.799 0.337  C17 1.084
38 H -4.393 -4.747 -0.888  C17 1.082
39 H -4.235 -3.426 0.296  C17 1.081
40 H 1.047 1.782 -3.258  N18 1.012
41 H -1.044 0.816 -1.745  C19 1.082
42 H -0.837 2.349 -2.497  C19 1.089
43 H -0.221 3.407 -0.625  C20 1.085
44 H 0.672 2.048 0.066  C20 1.083
45 H -2.230 2.782 0.210  C21 1.083
46 H -1.861 1.049 0.126  C21 1.087
47 H -0.109 1.978 2.097  C22 1.081
48 H -1.627 1.065 2.309  C22 1.079
49 H -1.642 2.820 2.392  C22 1.083
50 C 1.711 1.448 7.180  C51 1.385, C55 1.385, H56 1.082
51 C 2.239 1.567 5.905  C50 1.385, C52 1.387, H57 1.081
52 C 1.406 1.325 4.823  C51 1.387, N53 1.330, H58 1.085
53 N 0.126 0.980 4.938  C52 1.330, C54 1.331
54 C -0.364 0.869 6.170  N53 1.331, C55 1.387, H59 1.085
55 C 0.380 1.091 7.319  C50 1.385, C54 1.387, H60 1.081
56 H 2.328 1.629 8.051  C50 1.082
57 H 3.273 1.843 5.750  C51 1.081
58 H 1.777 1.411 3.807  C52 1.085
59 H -1.409 0.586 6.234  C54 1.085
60 H -0.073 0.988 8.296  C55 1.081
61 C 4.955 -0.142 -6.812  C62 1.385, C66 1.385, H67 1.083
62 C 5.541 -0.205 -8.066  C61 1.385, C63 1.387, H68 1.082
63 C 4.742 -0.539 -9.149  C62 1.387, N64 1.331, H69 1.085
64 N 3.442 -0.807 -9.053  C63 1.331, C65 1.332
65 C 2.899 -0.743 -7.839  N64 1.332, C66 1.387, H70 1.085
66 C 3.603 -0.416 -6.691  C61 1.385, C65 1.387, H71 1.070
67 H 5.544 0.116 -5.940  C61 1.083
68 H 6.594 0.000 -8.204  C62 1.082
69 H 5.160 -0.597 -10.149  C63 1.085
70 H 1.838 -0.970 -7.792  C65 1.085
71 H 3.112 -0.375 -5.741  C66 1.070
72 C -3.294 6.817 5.109  C73 1.385, C77 1.385, H78 1.082
73 C -1.963 6.503 5.326  C72 1.385, C74 1.387, H79 1.081
74 C -1.364 5.569 4.494  C73 1.387, N75 1.331, H80 1.085
75 N -1.997 4.954 3.498  C74 1.331, C76 1.331
76 C -3.276 5.266 3.305  N75 1.331, C77 1.387, H81 1.085
77 C -3.969 6.187 4.076  C72 1.385, C76 1.387, H82 1.081
78 H -3.798 7.542 5.735  C72 1.082
79 H -1.399 6.969 6.122  C73 1.081
80 H -0.323 5.294 4.627  C74 1.085
81 H -3.767 4.745 2.489  C76 1.085
82 H -5.008 6.403 3.872  C77 1.081
83 C 5.282 -4.347 0.842  C84 1.385, C88 1.385, H89 1.083
84 C 5.463 -3.766 -0.402  C83 1.385, C85 1.387, H90 1.082
85 C 6.594 -2.991 -0.608  C84 1.387, N86 1.331, H91 1.084
86 N 7.518 -2.769 0.325  C85 1.331, C87 1.331
87 C 7.328 -3.335 1.515  N86 1.331, C88 1.387, H92 1.085
88 C 6.234 -4.129 1.824  C83 1.385, C87 1.387, H93 1.081
89 H 4.413 -4.960 1.043  C83 1.083
90 H 4.743 -3.910 -1.197  C84 1.082
91 H 6.775 -2.520 -1.568  C85 1.084
92 H 8.095 -3.136 2.255  C87 1.085
93 H 6.133 -4.565 2.809  C88 1.081
94 C -6.700 -0.661 3.170  C95 1.386, C99 1.385, H100 1.082
95 C -5.722 -0.590 4.150  C94 1.386, C96 1.387, H101 1.081
96 C -4.508 -0.005 3.825  C95 1.387, N97 1.331, H102 1.085
97 N -4.225 0.492 2.624  C96 1.331, C98 1.332
98 C -5.176 0.414 1.694  N97 1.332, C99 1.387, H103 1.085
99 C -6.424 -0.148 1.914  C94 1.385, C98 1.387, H104 1.081
100 H -7.662 -1.110 3.383  C94 1.082
101 H -5.896 -0.980 5.143  C95 1.081
102 H -3.714 0.073 4.561  C96 1.085
103 H -4.916 0.823 0.723  C98 1.085
104 H -7.157 -0.184 1.120  C99 1.081

Results
gap between HOMO and LUMO	9.85	eV
calculated total energy	-62535.706	eV
SMILES	C=C[C@@]1(C)OC(=O)O[C@]1(CCCC(=O)OCC)NCCCC.c1ccncc1.c1ccncc1.c1ccncc1.c1ccncc1.c1ccncc1
LUMO level	0.5	eV

> Among the records above, which one has the lowest calculated total energy?

C41H52BrF9N3O28

> Among the records above, which one has the lowest gap between HOMO and LUMO?

C41H52BrF9N3O28